No. 1
C16H25BrClO4P2Sc | ωB97M-V/def2-TZVPD

Its net charge is +2. Its frontier orbital gap is 0.19336 Eh. The total energy is -5402.8191 a.u. The calculation puts the energy above the lowest of the compared OMol25 structures with the same formula, charge and spin at 0.634 eV.

Last column: Mulliken charge in e.
Element x y z (Å)
C: 1.024 -0.262 -3.012  -0.77
C: -0.149 -0.984 -2.363  -0.22
H: 0.631 0.530 -3.671  0.42
H: 1.558 -0.988 -3.642  0.42
H: 1.798 0.259 -2.377  0.31
O: -0.516 -2.101 -2.757  -0.43
Cl: 3.790 0.145 0.504  -0.22
Sc: 1.742 -0.286 -0.433  -0.72
P: 1.823 -2.989 -0.339  1.34
C: 0.305 -3.640 0.440  -1.34
C: 1.954 -4.044 -1.825  -1.29
H: 1.655 -5.073 -1.585  0.40
H: 2.716 -4.461 1.377  0.39
H: 2.996 -4.030 -2.173  0.41
H: 3.946 -4.061 0.124  0.40
H: -0.491 -3.694 -0.314  0.30
H: 1.295 -3.639 -2.605  0.29
C: 3.128 -3.668 0.741  -1.13
H: 0.517 -4.635 0.853  0.59
H: 3.513 -2.849 1.363  0.35
H: -0.011 -2.956 1.237  0.31
P: -1.989 1.064 -1.572  1.45
C: -2.756 1.471 -0.018  -1.30
C: -1.035 2.462 -2.146  -1.34
H: -3.069 1.079 -3.696  0.45
H: -4.164 0.592 -2.365  0.45
H: -2.963 -0.578 -3.011  0.44
C: -3.154 0.478 -2.781  -1.28
H: -0.580 2.257 -3.123  0.49
H: -1.725 3.315 -2.235  0.47
H: -3.692 2.008 -0.231  0.51
H: -2.093 2.115 0.572  0.30
H: -0.253 2.689 -1.405  0.33
H: -2.962 0.558 0.555  0.38
C: -0.843 -0.328 -1.216  0.91
O: -0.589 -0.779 -0.061  -0.22
Br: -1.514 -0.169 3.121  -0.10
C: -0.780 1.561 3.337  -0.01
C: -1.285 2.408 4.328  -0.53
C: -0.784 3.709 4.468  -0.57
C: 0.218 4.172 3.608  -0.65
C: 0.723 3.340 2.610  -0.35
C: 0.247 2.032 2.492  0.29
C: 0.819 1.146 1.440  1.49
O: 0.986 1.612 0.232  -0.75
O: 1.160 -0.046 1.695  -0.43
H: -2.071 2.045 4.983  0.45
H: -1.183 4.355 5.249  0.41
H: 0.610 5.185 3.712  0.42
H: 1.496 3.675 1.917  0.47


No. 2
C26H51NO33S8 | ωB97M-V/def2-TZVPD

Its net charge is 0. Its frontier orbital gap is 0.33031 Eh. The total energy is -6744.1280 a.u.

Last column: Mulliken charge in e.
Element x y z (Å)
C: 4.155 3.632 0.202  -0.33
C: 4.227 2.385 -0.776  -0.49
C: 2.878 1.555 -0.611  -0.03
N: 2.998 0.729 0.618  0.00
C: 1.875 0.872 1.522  -0.01
C: 0.925 -0.382 1.588  -0.49
C: -0.326 -0.110 2.550  -0.69
C: -0.125 1.118 3.498  0.81
C: -1.417 1.275 4.403  -1.05
C: -2.189 2.534 3.888  0.00
O: -3.596 2.511 4.207  -0.40
C: -4.126 3.552 3.426  0.70
O: -4.188 4.689 3.818  -0.59
C: -4.616 3.262 1.965  0.18
C: -4.482 1.748 1.538  -1.03
O: 1.093 0.990 4.264  -0.57
S: 2.428 1.157 3.287  1.31
O: 3.413 0.141 3.596  -0.68
O: 2.911 2.512 3.447  -0.68
H: 4.484 3.312 1.224  0.24
H: 4.768 4.486 -0.189  -0.14
H: 3.091 3.979 0.325  0.12
H: 5.043 1.675 -0.487  0.24
H: 4.326 2.704 -1.842  0.32
H: 2.058 2.312 -0.584  0.08
H: 2.698 0.906 -1.511  0.26
H: 3.020 -0.253 0.335  0.03
H: 1.225 1.746 1.278  -0.04
H: 1.428 -1.289 2.007  0.29
H: 0.525 -0.668 0.581  0.29
H: -0.498 -1.007 3.205  0.35
H: -1.238 -0.026 1.901  0.15
H: -0.045 2.090 2.932  0.11
H: -1.154 1.318 5.488  0.31
H: -2.012 0.331 4.264  0.32
H: -1.673 3.458 4.267  0.29
H: -2.058 2.551 2.768  -0.06
H: -5.677 3.577 1.800  0.41
H: -3.927 3.865 1.292  -0.24
H: -3.498 1.646 1.003  0.23
H: -5.306 1.411 0.857  0.38
H: -4.493 1.053 2.409  0.25
O: -0.314 4.717 -1.734  -0.53
S: -1.110 5.097 -0.626  1.14
O: -1.091 4.392 0.611  -0.43
O: -2.640 5.223 -1.124  -0.31
C: -3.127 6.543 -0.871  -0.34
C: -1.903 7.436 -0.928  -0.44
O: -0.862 6.672 -0.320  -0.30
H: -3.578 6.555 0.124  0.26
H: -3.876 6.820 -1.611  0.35
H: -2.049 8.376 -0.400  0.33
H: -1.611 7.642 -1.962  0.28
O: -7.737 1.866 1.037  -0.52
S: -7.976 0.931 2.080  1.11
O: -7.863 -0.471 1.895  -0.56
O: -9.420 1.256 2.722  -0.32
C: -9.278 1.531 4.118  -0.38
C: -7.881 2.103 4.268  -0.38
O: -7.079 1.350 3.355  -0.19
H: -9.381 0.590 4.664  0.30
H: -10.046 2.227 4.450  0.30
H: -7.499 2.009 5.283  0.36
H: -7.848 3.152 3.963  0.28
O: 5.565 5.867 -4.986  -0.57
S: 5.778 5.569 -3.614  1.06
O: 5.682 4.254 -3.092  -0.47
O: 4.840 6.545 -2.736  -0.25
C: 5.647 7.316 -1.843  -0.25
C: 6.986 7.454 -2.540  -0.36
O: 7.201 6.190 -3.171  -0.32
H: 5.742 6.763 -0.905  0.20
H: 5.182 8.281 -1.647  0.32
H: 7.795 7.679 -1.847  0.32
H: 6.951 8.220 -3.319  0.29
O: 2.184 -1.955 -1.582  -0.57
S: 2.084 -2.927 -0.549  1.18
O: 0.951 -3.038 0.299  -0.57
O: 3.405 -2.820 0.367  -0.39
C: 4.090 -4.078 0.381  -0.30
C: 3.752 -4.722 -0.947  -0.43
O: 2.382 -4.379 -1.186  -0.26
H: 3.705 -4.668 1.216  0.23
H: 5.160 -3.929 0.508  0.36
H: 3.882 -5.803 -0.929  0.33
H: 4.352 -4.298 -1.756  0.32
O: -2.759 2.130 -2.210  -0.62
S: -1.534 2.143 -2.933  1.19
O: -0.491 3.066 -2.644  -0.44
O: -1.880 2.217 -4.511  -0.37
C: -1.311 1.090 -5.182  -0.41
C: -1.269 -0.014 -4.142  -0.41
O: -0.920 0.644 -2.924  -0.25
H: -0.306 1.362 -5.513  0.28
H: -1.915 0.819 -6.047  0.32
H: -0.540 -0.786 -4.383  0.35
H: -2.253 -0.471 -4.011  0.30
O: 3.198 -9.463 2.213  -0.58
S: 2.863 -8.784 1.009  1.14
O: 3.763 -8.672 -0.086  -0.56
O: 2.340 -7.303 1.398  -0.30
C: 1.013 -7.119 0.900  -0.12
C: 0.404 -8.505 0.876  -0.44
O: 1.467 -9.367 0.462  -0.26
H: 1.080 -6.699 -0.106  0.10
H: 0.457 -6.436 1.540  0.38
H: -0.438 -8.578 0.190  0.32
H: 0.087 -8.815 1.876  0.32
O: 1.385 -9.413 -1.463  -0.33
S: 0.371 -9.437 -2.466  1.15
O: -0.835 -8.692 -2.345  -0.63
O: 0.002 -10.976 -2.774  -0.34
C: 0.213 -11.258 -4.160  -0.37
C: 1.313 -10.309 -4.595  -0.35
O: 1.041 -9.091 -3.899  -0.34
H: -0.718 -11.055 -4.695  0.31
H: 0.489 -12.302 -4.298  0.31
H: 1.318 -10.145 -5.671  0.32
H: 2.295 -10.669 -4.277  0.27


No. 3
C24H40BMnO23 | ωB97M-V/def2-TZVPD

Its net charge is 0. Its multiplicity is 7. Its frontier orbital gap (alpha / beta) is 0.09526 / 0.23531 Eh. The total energy is -3844.9750 a.u. The calculation puts the energy above the lowest of the compared OMol25 structures with the same formula, charge and spin at 0.335 eV.

Last column: Mulliken charge in e.
Element x y z (Å)
Mn: -13.187 19.342 15.279  2.03
O: -19.887 21.777 20.028  -0.65
C: -19.373 21.582 18.903  0.62
O: -18.952 20.476 18.290  -0.74
B: -18.393 20.774 16.961  1.39
O: -18.728 22.159 16.719  -0.57
C: -19.183 22.711 17.887  0.55
O: -19.378 23.888 18.109  -0.65
O: -18.821 19.914 15.845  -0.48
C: -17.740 19.246 15.437  0.02
O: -17.798 18.337 14.551  -0.84
C: -16.432 19.846 16.064  -0.42
O: -16.884 20.613 16.987  -0.52
O: -15.294 19.427 15.866  0.73
C: -13.264 16.083 10.009  -1.38
C: -13.568 16.527 11.440  0.04
O: -14.369 17.669 11.451  -0.33
C: -14.329 18.567 12.544  0.08
O: -13.700 18.359 13.583  -0.31
O: -15.088 19.713 12.377  0.13
C: -15.746 19.983 11.177  -0.88
H: -12.732 15.135 9.927  0.39
H: -12.579 16.785 9.532  0.35
H: -14.069 16.140 9.277  0.34
H: -12.640 16.569 12.012  0.15
H: -14.184 15.770 11.924  0.26
H: -15.878 21.065 11.146  0.27
H: -16.615 19.338 11.048  0.32
H: -15.203 19.757 10.259  0.37
C: -15.384 23.026 19.210  -0.94
C: -13.818 23.205 19.059  -0.39
O: -13.327 22.357 18.053  -0.33
C: -13.295 20.930 18.028  0.67
O: -12.921 20.311 17.025  -0.50
O: -13.827 20.377 19.094  -0.40
C: -14.130 19.016 19.209  -0.54
H: -15.734 23.908 19.748  0.44
H: -15.780 22.064 19.533  0.30
H: -15.902 23.083 18.252  0.16
H: -13.299 22.962 19.987  0.31
H: -13.577 24.266 18.996  0.41
H: -14.218 18.752 20.263  0.44
H: -13.327 18.326 18.948  0.15
H: -15.069 18.731 18.735  0.16
C: -17.249 22.512 13.197  -1.05
C: -15.852 23.122 13.232  -0.35
O: -15.059 22.458 14.168  0.01
C: -13.707 22.308 14.141  0.42
O: -13.137 21.367 14.605  -0.59
O: -13.131 23.429 13.574  -0.36
C: -11.730 23.536 13.365  -0.69
H: -17.801 22.657 14.126  0.23
H: -17.242 21.439 13.009  0.21
H: -17.799 23.040 12.419  0.39
H: -16.062 24.147 13.539  0.35
H: -15.349 23.205 12.269  0.42
H: -11.177 23.437 14.299  0.25
H: -11.532 24.435 12.782  0.28
H: -11.450 22.644 12.805  0.28
C: -8.923 17.851 19.559  -1.10
C: -8.701 18.131 17.991  -0.34
O: -9.880 18.352 17.224  -0.10
C: -10.089 18.382 15.911  0.49
O: -11.161 18.623 15.307  -0.56
O: -8.889 18.297 15.337  -0.38
C: -8.806 18.112 13.973  -0.70
H: -8.115 18.127 20.236  0.36
H: -9.248 16.817 19.677  0.27
H: -9.827 18.277 19.994  0.29
H: -8.065 17.356 17.564  0.37
H: -8.034 18.990 17.912  0.32
H: -7.896 17.512 13.992  0.31
H: -8.652 19.066 13.470  0.26
H: -9.639 17.550 13.549  0.28
C: -11.590 14.097 19.025  -1.29
C: -12.792 14.525 18.147  -0.32
O: -12.717 15.756 17.519  -0.02
C: -13.609 16.324 16.786  0.40
O: -13.474 17.443 16.314  0.14
O: -14.717 15.587 16.844  -0.56
C: -15.934 15.955 16.274  -0.45
H: -10.676 14.021 18.436  0.31
H: -11.794 13.096 19.405  0.40
H: -11.637 14.842 19.819  0.32
H: -13.671 14.437 18.786  0.33
H: -12.762 13.779 17.353  0.30
H: -15.829 16.344 15.262  0.21
H: -16.389 16.717 16.906  0.16
H: -16.687 15.174 16.385  0.33


No. 4
C5H15BNO2SYb | ωB97M-V/def2-TZVPD

Its net charge is +1. Its frontier orbital gap is 0.19283 Eh. The total energy is -1986.0205 a.u. The calculation puts the energy above the lowest of the compared OMol25 structures with the same formula, charge and spin at 0.000 eV.

Last column: Mulliken charge in e.
Element x y z (Å)
N: -2.459 -1.342 0.079  -0.52
C: -1.066 -1.810 0.131  -0.62
C: -0.253 -1.262 -1.036  -0.04
C: 1.245 -1.563 -0.909  -0.57
C: 2.017 -0.667 0.075  -0.78
B: 1.870 0.931 -0.111  -0.06
C: 0.375 1.374 0.805  -0.75
S: -0.565 2.490 -0.041  1.07
O: -0.665 2.496 -1.450  -0.46
O: -0.610 3.764 0.736  -0.59
H: -2.542 -0.362 0.340  0.07
H: -3.063 -1.872 0.695  0.26
H: -1.089 -2.902 0.078  0.45
H: -0.568 -1.562 1.083  0.25
H: -0.409 -0.177 -1.120  -0.09
H: -0.660 -1.673 -1.965  0.39
H: 1.355 -2.611 -0.599  0.33
H: 1.695 -1.495 -1.903  0.35
H: 3.085 -0.884 -0.049  0.29
H: 1.794 -0.971 1.110  0.29
H: 2.706 1.602 0.441  -0.16
H: 1.733 1.286 -1.257  -0.07
H: -0.217 0.464 0.940  0.35
H: 0.640 1.846 1.755  0.51
H: -1.952 2.063 0.309  -0.17
Yb: -2.395 2.840 1.864  1.28